4 unconnected molecules or ions with the total composition C43H60BFN4O12P, computed with the ωB97M-V functional and the def2-TZVPD basis.

Geometry as XYZ:
```
122
Properties=species:S:1:pos:R:3:lowdin_charge:R:1
C -1.5611 -1.1531 4.6461 -0.092
C -1.8109 -2.4882 3.9515 -0.239
C -2.7484 -3.4244 4.7368 -0.203
C -3.9173 -3.9331 3.8975 -0.207
C -5.0017 -2.8647 3.7204 -0.213
C -6.2825 -3.4241 3.1195 -0.210
C -7.4332 -2.4218 3.1163 -0.208
C -7.2979 -1.2426 2.1643 -0.215
C -7.3834 -1.5906 0.6763 -0.188
C -6.0629 -2.0039 -0.0003 -0.205
C -5.6467 -1.0076 -1.0834 -0.186
C -5.2607 0.3750 -0.5406 -0.176
C -3.7717 0.5703 -0.2956 -0.142
C -3.3012 -0.0070 1.0580 -0.097
C -1.8293 -0.2576 1.0674 -0.105
C -1.2693 -1.3585 0.4334 -0.060
C -2.0560 -2.3794 -0.3352 0.003
C -1.8831 -2.2977 -1.8503 -0.494
O -2.5824 -2.9193 -2.5779 0.168
O -0.9234 -1.4305 -2.2921 0.093
C 0.1062 -1.5075 0.5195 -0.113
F 0.6563 -2.5701 -0.0448 0.160
C 0.9390 -0.5935 1.1694 -0.176
O 2.2660 -0.7703 1.2618 -0.047
C 2.9982 -0.7782 0.0062 -0.160
C 4.1217 -1.7895 0.0770 -0.202
C 3.7176 -3.2139 -0.2807 -0.093
C 0.3332 0.5047 1.7726 -0.190
P 1.2270 1.8210 2.7348 0.965
C 1.4417 3.1146 1.4779 -0.208
O 2.7662 1.3067 2.8698 -0.293
N -1.0273 0.6318 1.7162 0.147
B -1.7294 1.8205 2.3856 -0.796
O -1.9327 1.8740 3.7166 0.208
O -2.1743 2.7939 1.5598 0.224
H -2.4814 -0.5697 4.6809 0.083
H -1.2183 -1.3012 5.6677 0.091
H -0.7916 -0.5721 4.1355 0.047
H -0.8509 -2.9748 3.7844 0.109
H -2.2491 -2.3008 2.9693 0.077
H -3.1037 -2.9143 5.6329 0.110
H -2.1683 -4.2732 5.0980 0.111
H -3.5296 -4.2073 2.9145 0.112
H -4.3420 -4.8195 4.3657 0.115
H -4.5872 -2.0954 3.0633 0.084
H -5.2146 -2.4499 4.7054 0.122
H -6.1023 -3.8230 2.1196 0.109
H -6.5860 -4.2730 3.7346 0.116
H -7.5419 -2.0411 4.1334 0.112
H -8.3562 -2.9551 2.8828 0.114
H -6.3767 -0.6918 2.3770 0.096
H -8.1182 -0.5617 2.3936 0.111
H -8.1154 -2.3915 0.5792 0.115
H -7.7859 -0.7213 0.1582 0.107
H -6.2088 -2.9708 -0.4808 0.115
H -5.2893 -2.1464 0.7567 0.071
H -4.8404 -1.4148 -1.6956 0.099
H -6.5086 -0.8864 -1.7370 0.115
H -5.5592 1.1322 -1.2646 0.116
H -5.8323 0.5874 0.3640 0.111
H -3.5206 1.6284 -0.3218 0.114
H -3.1879 0.0854 -1.0788 0.114
H -3.6198 0.6149 1.8929 0.128
H -3.7966 -0.9653 1.2056 0.090
H -3.1249 -2.2920 -0.1717 0.111
H -1.7351 -3.3828 -0.0654 0.151
H -0.2122 -1.9208 -2.7267 0.134
H 3.4243 0.2127 -0.1383 0.124
H 2.3272 -0.9477 -0.8302 0.102
H 4.4572 -1.7859 1.1154 0.114
H 4.9510 -1.4526 -0.5382 0.118
H 3.1110 -3.2462 -1.1841 0.070
H 3.1289 -3.6629 0.5182 0.071
H 4.5868 -3.8498 -0.4196 0.076
H 2.3935 3.6053 1.6607 0.057
H 1.3601 2.7644 0.4531 0.054
H 0.6499 3.8371 1.6668 0.041
H 2.8011 0.3841 3.1534 0.062
H -1.4714 1.1997 4.2282 0.072
H -2.8468 3.3290 2.0021 0.144
C 0.2575 2.4292 -6.6903 -0.067
C 0.2528 2.9224 -5.3914 -0.056
C 0.9489 2.2628 -4.3924 -0.007
C 1.6416 1.1114 -4.7209 -0.156
C 1.6560 0.5977 -6.0068 0.007
C 0.9534 1.2655 -6.9947 -0.060
N 2.3911 0.4109 -3.6745 -0.341
O 2.3427 0.8472 -2.5342 0.042
O 3.0123 -0.5864 -3.9800 0.081
H -0.2812 2.9504 -7.4669 0.109
H -0.2915 3.8266 -5.1570 0.110
H 0.9547 2.6371 -3.3801 0.112
H 2.2055 -0.3037 -6.2324 0.122
H 0.9576 0.8863 -8.0058 0.111
C 6.5000 5.5278 -8.7244 -0.065
C 6.5127 4.2358 -9.2334 -0.060
C 5.3340 3.5145 -9.3287 -0.001
C 4.1593 4.1109 -8.9096 -0.147
C 4.1225 5.3941 -8.3961 -0.003
C 5.3082 6.1042 -8.3044 -0.062
N 2.9025 3.3561 -9.0240 -0.335
O 2.9579 2.2224 -9.4569 0.077
O 1.8748 3.9039 -8.6733 0.065
H 7.4224 6.0888 -8.6570 0.109
H 7.4412 3.7893 -9.5601 0.110
H 5.3280 2.5099 -9.7234 0.120
H 3.1879 5.8302 -8.0776 0.118
H 5.3008 7.1099 -7.9084 0.109
C 5.9936 2.1485 5.8735 -0.066
C 7.0515 1.8018 6.7033 -0.059
C 7.5319 0.5010 6.7145 0.003
C 6.9377 -0.4296 5.8849 -0.146
C 5.8827 -0.1076 5.0536 -0.008
C 5.4080 1.1936 5.0513 -0.066
N 7.4472 -1.8137 5.8765 -0.353
O 8.3594 -2.0808 6.6276 0.090
O 6.9166 -2.5994 5.1159 0.072
H 5.6258 3.1659 5.8663 0.108
H 7.5065 2.5448 7.3431 0.111
H 8.3530 0.2166 7.3550 0.122
H 5.4444 -0.8637 4.4193 0.111
H 4.5845 1.4628 4.4055 0.076
```

Output
calculated total energy = -3262.1639 a.u.
frontier orbital gap = 8.15 eV
charge = +1
HOMO = -11.59 eV
2S+1 = 1

A molecular structure, C43H60N2O2P2SiTl in a non-equilibrium geometry, computed with the ωB97M-V functional and the def2-TZVPD basis.

Geometry as XYZ:
```
111
Properties=species:S:1:pos:R:3:lowdin_charge:R:1
Tl 2.9578 -0.6215 1.8021 1.002
C 2.5587 1.5323 -0.7204 -0.180
Si 0.8266 1.4430 -1.4889 0.668
C 1.0701 0.9032 -3.2948 -0.277
C 1.6927 1.4581 -4.3964 -0.069
C 1.8382 0.6991 -5.5474 -0.053
C 1.3770 -0.6050 -5.5921 -0.052
C 0.7493 -1.1782 -4.4948 -0.066
C 0.5926 -0.4164 -3.3503 -0.346
P -0.2066 -0.6607 -1.7359 1.127
C -2.0132 -0.5832 -2.1705 -0.383
C -2.9573 -0.8268 -0.9985 -0.211
C -4.3681 -0.3560 -1.3716 -0.179
C -4.6625 -0.5805 -2.8589 -0.188
C -3.8804 -1.7733 -3.3892 -0.181
C -2.3754 -1.4834 -3.3625 -0.186
C 0.3755 -2.2229 -0.9136 -0.378
C -0.1941 -2.3673 0.5019 -0.211
C 0.0302 -3.7993 0.9776 -0.175
C -0.8268 -4.7792 0.1661 -0.175
C -1.0456 -4.2913 -1.2693 -0.185
C 0.1582 -3.4928 -1.7551 -0.172
C -0.0090 3.1028 -1.1909 -0.292
C 0.1145 4.0776 -2.1719 -0.083
C -0.2630 5.3801 -1.9099 -0.058
C -0.7993 5.7049 -0.6743 -0.049
C -0.9357 4.7362 0.3049 -0.097
C -0.5110 3.4334 0.0673 -0.392
P -0.6305 2.0210 1.2369 1.114
C -2.3173 2.4116 1.9842 -0.430
C -3.3314 2.6006 0.8572 -0.219
C -4.6895 3.0574 1.3956 -0.176
C -4.9764 2.4615 2.7763 -0.193
C -4.3013 1.1008 2.9012 -0.192
C -2.7765 1.2677 2.9066 -0.211
C 0.5762 2.5326 2.5999 -0.445
C 0.5990 1.5021 3.7323 -0.253
C 1.7962 1.7670 4.6451 -0.213
C 1.6971 3.1687 5.2439 -0.196
C 1.5789 4.2255 4.1486 -0.189
C 0.4186 3.9285 3.1958 -0.203
H 3.1245 2.2337 -1.3262 0.057
H 3.1266 0.6056 -0.7354 -0.014
H 2.5387 1.9344 0.2863 -0.007
H 2.0832 2.4630 -4.3708 0.105
H 2.3298 1.1216 -6.4094 0.113
H 1.5057 -1.1865 -6.4921 0.114
H 0.4073 -2.1995 -4.5688 0.101
H -2.1181 0.4686 -2.4753 0.128
H -2.5997 -0.3032 -0.1071 0.084
H -2.9845 -1.8921 -0.7706 0.099
H -4.4827 0.7039 -1.1461 0.095
H -5.0874 -0.8981 -0.7577 0.118
H -4.3870 0.3024 -3.4364 0.117
H -5.7297 -0.7396 -2.9998 0.115
H -4.1834 -1.9998 -4.4108 0.118
H -4.1060 -2.6474 -2.7782 0.115
H -2.0740 -0.9858 -4.2851 0.117
H -1.8444 -2.4319 -3.3119 0.090
H 1.4563 -2.0519 -0.8189 0.096
H -1.2594 -2.1499 0.5286 0.095
H 0.3041 -1.6580 1.1701 0.054
H -0.2236 -3.8825 2.0341 0.119
H 1.0879 -4.0397 0.8688 0.102
H -1.7994 -4.9186 0.6418 0.114
H -0.3319 -5.7502 0.1484 0.113
H -1.9391 -3.6674 -1.3223 0.088
H -1.2134 -5.1472 -1.9247 0.121
H 0.0327 -3.2255 -2.8040 0.073
H 1.0516 -4.1147 -1.6869 0.129
H 0.5283 3.8186 -3.1337 0.091
H -0.1274 6.1382 -2.6648 0.111
H -1.1085 6.7188 -0.4680 0.114
H -1.3729 5.0134 1.2524 0.108
H -2.2420 3.3422 2.5554 0.105
H -3.4387 1.6490 0.3404 0.072
H -2.9778 3.3283 0.1271 0.097
H -5.4609 2.7470 0.6904 0.110
H -4.7224 4.1459 1.4487 0.111
H -6.0524 2.3703 2.9217 0.111
H -4.5980 3.1200 3.5600 0.114
H -4.6142 0.4726 2.0662 0.106
H -4.6145 0.6026 3.8192 0.113
H -2.3086 0.3268 2.5990 0.095
H -2.4524 1.4735 3.9274 0.103
H 1.5505 2.4978 2.0887 0.086
H 0.6385 0.4834 3.3352 0.044
H -0.3141 1.5847 4.3223 0.104
H 2.7260 1.6836 4.0732 0.085
H 1.8304 1.0301 5.4499 0.116
H 2.5795 3.3794 5.8511 0.114
H 0.8217 3.2232 5.8952 0.118
H 2.5105 4.2677 3.5774 0.119
H 1.4225 5.2064 4.6025 0.115
H 0.4220 4.6782 2.4036 0.094
H -0.5244 3.9961 3.7440 0.117
O 4.8501 -0.4786 0.1595 -0.302
N 5.4034 -1.6031 -0.1256 -0.023
N 4.7336 -2.6552 0.0949 -0.245
O 3.4887 -2.6791 0.5333 -0.313
C 5.4120 -3.8883 0.0176 -0.180
C 6.8000 -3.9404 -0.0802 -0.013
C 7.4359 -5.1634 0.0226 -0.072
C 6.7062 -6.3257 0.2218 -0.081
C 5.3248 -6.2694 0.2829 -0.073
C 4.6754 -5.0542 0.1801 -0.016
H 7.3644 -3.0301 -0.2026 0.108
H 8.5138 -5.2063 -0.0316 0.108
H 7.2183 -7.2696 0.3275 0.105
H 4.7536 -7.1727 0.4292 0.106
H 3.6029 -4.9801 0.2601 0.099
```

Output
calculated total energy = -3078.9483 a.u.
frontier orbital gap = 7.97 eV
charge = +1
HOMO = -10.24 eV
2S+1 = 1